Record 1
The following is a DFT calculation (the ωB97M-V functional and the def2-TZVPD basis) of a cluster of 2 separate species, C6H14 in total in a non-equilibrium geometry.

Structure (XYZ):
```
20
Properties=species:S:1:pos:R:3:forces:R:3:mulliken_charge:R:1
C 2.4635 0.6522 -0.0850 -0.413 -0.016 -0.183 -1.2052
C 1.6399 -0.6484 0.0027 0.625 0.768 -0.409 -0.4228
C 0.2556 -0.4783 -0.5451 0.579 -0.572 0.986 -0.4921
C -0.7756 0.2251 0.2426 -0.557 0.901 -0.860 0.8224
C -1.9632 0.4413 -0.6552 -0.746 -0.237 0.547 -1.0155
C -1.2959 -0.6042 1.4414 0.772 -0.964 -0.352 -1.3955
H 2.4417 0.9647 -1.1269 0.140 0.189 -0.036 0.3169
H 1.9753 1.4299 0.5017 0.092 0.108 0.030 0.2758
H 3.5013 0.5676 0.2374 -0.074 -0.206 0.097 0.3753
H 1.6252 -0.9623 1.0576 -0.214 -0.180 -0.070 0.2423
H 2.1479 -1.4164 -0.5805 0.034 -0.129 0.163 0.3191
H -0.8557 1.1668 -2.3906 1.375 -0.733 0.189 0.5023
H -0.0705 -1.4102 -1.0034 -0.395 0.237 -0.364 0.2059
H -0.4302 1.1961 0.6105 0.213 -0.124 0.015 0.1942
H -2.7509 1.1011 -0.3126 0.004 0.234 0.179 0.4192
H -2.4015 -0.5099 -0.9581 -0.025 -0.016 -0.232 0.3719
H -1.3387 0.8258 -1.6011 -1.094 0.332 0.072 -0.6095
H -1.5660 -1.5952 1.0582 -0.230 0.089 0.189 0.3551
H -0.4683 -0.7760 2.1326 -0.050 0.111 0.141 0.3441
H -2.1341 -0.1697 1.9740 -0.034 0.208 -0.104 0.3961
```
Forces are in eV/Å.

- 2S+1 = 1
- net charge = 0
- E_tot (Ha) = -236.7834
- energy relative to the best compared isomer or geometry (same formula, charge and spin) (kJ/mol) = 598.6

***

Record 2
The following is a DFT calculation (the ωB97M-V functional and the def2-TZVPD basis) of a cluster of 3 separate species, CH7NO2 in total.

Structure (XYZ):
```
11
Properties=species:S:1:pos:R:3:forces:R:3:lowdin_spin:R:1
C -3.6368 -2.2174 -0.5782 0.787 0.534 -0.101 0.4523
N -4.4583 -1.5882 0.2952 -0.834 0.364 0.283 0.4080
H -3.9476 -3.1495 -1.0204 0.156 -0.405 -0.152 0.0644
H -2.6866 -1.7392 -0.8826 -0.241 -0.439 -0.287 0.0584
H -4.2121 -0.5974 0.3084 0.139 -0.053 0.247 0.0151
H 5.5458 -2.4647 -4.3491 0.036 -0.367 -0.066 0.0003
H 4.4088 -1.5513 -3.9249 -0.406 -0.014 0.105 0.0003
O 5.3385 -1.5573 -4.1394 0.362 0.384 -0.033 0.0013
H 0.4705 5.0905 4.5312 0.047 -0.003 -0.096 0.0000
H 2.0003 5.0015 4.6611 -0.018 0.035 -0.129 0.0000
O 1.1775 4.7731 5.0989 -0.028 -0.036 0.228 0.0000
```
Forces are in eV/Å.

- 2S+1 = 2
- <S²> = 0.754
- net charge = -1
- E_tot (Ha) = -247.4319
- energy relative to the best compared isomer or geometry (same formula, charge and spin) (kJ/mol) = 44.1

***

Record 3
The following is a DFT calculation (the ωB97M-V functional and the def2-TZVPD basis) of the molecule C4H6O2 in a non-equilibrium geometry.

Structure (XYZ):
```
12
Properties=species:S:1:pos:R:3:forces:R:3:mulliken_charge:R:1
C 0.7025 -0.1716 0.3805 0.141 0.905 -0.798 0.3688
C -0.4324 -1.1345 0.0618 0.161 -0.122 -1.985 -0.7913
C -1.3742 0.0761 -0.2043 0.686 -3.327 0.505 0.3987
C -0.2946 1.0602 0.0723 3.316 3.012 -0.345 -0.5915
H 2.2671 0.6855 -0.5070 -1.396 -2.704 -0.600 0.3151
H 1.1218 -0.3186 1.3950 -0.071 0.561 -0.559 0.3050
H -0.7570 -1.9526 0.7025 0.061 0.389 0.409 0.3377
H -0.2266 -1.6170 -0.9287 -0.103 0.370 0.612 0.2146
H 0.2432 1.7913 -0.7527 -1.842 -2.123 1.400 0.2506
H -0.4526 1.8256 0.8679 -0.333 -0.886 -0.153 0.2690
O 1.7332 -0.1940 -0.6705 0.709 2.357 1.931 -0.5680
O -2.5304 -0.0504 -0.4167 -1.328 1.567 -0.419 -0.5087
```
Forces are in eV/Å.

- SMILES = O=C1CC(O)C1
- 2S+1 = 1
- net charge = 0
- E_tot (Ha) = -306.4215
- energy relative to the best compared isomer or geometry (same formula, charge and spin) (kJ/mol) = 222.6

***

Record 4
The following is a DFT calculation (the ωB97M-V functional and the def2-TZVPD basis) of a structure of composition C7H21Cl3CrN7O26 in a non-equilibrium geometry.

Structure (XYZ):
```
65
Properties=species:S:1:pos:R:3:forces:R:3:lowdin_spin:R:1
Cr 0.5522 0.1168 0.0429 1.081 0.937 -1.268 3.8283
Cl 1.3104 3.3808 2.2658 3.465 0.070 1.204 0.0009
O 0.0595 4.0029 2.3996 -2.681 0.139 0.667 0.0003
O 2.2513 4.3449 1.8695 1.285 1.943 -0.902 0.0018
O 1.8333 2.8298 3.5087 -1.516 -0.631 -0.249 0.0004
O 1.2861 2.4027 1.2251 -0.877 -2.224 -1.109 0.0169
Cl 1.8597 1.1181 -3.1261 4.292 2.744 -1.119 0.0017
O 1.7580 -0.0137 -3.9373 -1.160 -2.313 -0.782 0.0015
O 1.0269 1.0656 -1.9661 -1.969 -1.254 3.108 0.0134
O 3.2200 1.3610 -2.7996 0.927 -1.304 1.575 0.0016
O 1.5220 2.2938 -3.8188 -2.665 1.627 -1.620 -0.0024
Cl 3.9629 -1.3171 0.2718 1.465 -2.184 1.856 0.0020
O 4.3735 -1.4521 -1.0725 0.089 0.306 -0.885 0.0007
O 5.0406 -0.7840 1.1069 -1.198 -0.590 -0.721 0.0013
O 2.8340 -0.4333 0.4003 -1.736 0.896 -0.188 0.0204
O 3.5768 -2.6770 0.7578 0.051 1.617 -0.122 0.0009
C 3.3957 -1.6263 4.3022 0.458 -0.132 -1.106 0.0000
N 1.9834 -1.1772 4.0936 -0.186 2.066 -0.792 0.0002
O 1.2679 -1.1989 5.0618 -0.631 -0.702 1.048 0.0001
O 1.6260 -0.6329 3.0423 1.020 -1.379 0.906 0.0020
H 3.4250 -2.6780 4.5873 -0.334 0.099 -0.099 0.0000
H 3.8743 -1.0475 5.0921 -0.490 0.197 -0.089 0.0000
H 3.8975 -1.4649 3.3481 0.105 -0.102 0.100 0.0000
C 0.1260 -3.9681 2.0021 -0.010 -0.455 0.785 0.0010
N -0.4045 -2.5842 1.9017 -1.615 1.960 1.593 0.0047
O -1.1752 -2.1593 2.8180 2.123 -1.648 -2.533 0.0108
O -0.0285 -1.8922 0.9642 -0.042 -1.440 0.723 0.0153
H -0.6354 -4.6284 2.4172 -0.282 0.292 -0.340 0.0001
H 0.8766 -3.9359 2.7919 0.282 0.238 -0.258 0.0002
H 0.5462 -4.3457 1.0699 -0.135 0.533 0.078 0.0000
C -0.6410 4.2842 -1.4916 -0.535 1.092 -0.248 -0.0001
N -1.7163 3.4882 -0.7995 -0.597 0.698 0.004 0.0002
O -1.4976 2.3335 -0.4832 -0.069 0.554 -0.097 0.0054
O -2.7813 4.0877 -0.6064 1.242 -0.992 -0.088 0.0003
H -1.0947 5.2514 -1.7078 -0.143 -0.082 0.246 0.0000
H -0.3909 3.8837 -2.4741 0.332 -0.722 0.493 0.0000
H 0.1964 4.4813 -0.8222 0.055 -0.719 -0.059 0.0000
C -2.3883 1.8931 -4.4468 1.278 0.383 1.192 0.0000
N -3.5503 2.3085 -3.5906 -0.194 -0.669 -0.978 0.0000
O -3.6342 1.8505 -2.4655 -0.252 0.418 -0.547 0.0000
O -4.3228 3.0864 -4.1291 0.021 -0.269 0.716 0.0000
H -1.7423 1.2475 -3.8519 -0.335 -0.261 -0.107 0.0000
H -1.8252 2.8240 -4.5129 -0.027 -0.019 -0.625 0.0000
H -2.6275 1.4571 -5.4168 -0.474 0.336 0.324 0.0000
C 1.4400 -3.8287 -2.9214 -0.382 0.312 1.508 0.0006
N 0.3963 -3.0289 -2.2169 -2.021 2.847 1.882 0.0019
O 0.6543 -1.9190 -1.6931 0.459 -2.581 -1.618 0.0140
O -0.7500 -3.4984 -2.1200 1.621 0.007 -0.442 0.0010
H 1.5748 -3.4189 -3.9224 -0.119 -0.324 0.109 0.0000
H 1.0107 -4.8177 -2.7607 0.462 -0.135 -0.963 0.0001
H 2.3209 -3.7017 -2.2923 0.214 0.086 -0.352 0.0000
C -1.6148 0.9694 3.8674 0.773 -0.202 0.063 0.0015
N -1.7743 0.6065 2.4209 -3.113 1.446 -2.380 0.0048
O -0.8360 0.4524 1.6531 -0.301 0.183 1.864 0.0165
O -2.9523 0.7446 1.9637 2.960 -0.947 1.617 0.0128
H -1.6393 2.0585 3.8307 -0.125 -0.010 0.150 0.0001
H -0.6541 0.6580 4.2775 0.087 -0.123 -0.542 0.0000
H -2.4113 0.5321 4.4694 -0.136 0.161 -0.534 0.0002
C -3.6754 -1.2177 -0.9483 -1.396 0.047 0.758 0.0002
N -2.3974 -0.8136 -1.5164 -0.256 -0.252 -3.530 0.0015
O -1.5389 -0.4506 -0.7580 0.309 0.229 0.492 0.0054
O -2.2971 -0.8741 -2.7544 0.166 0.222 2.140 0.0092
H -4.3958 -1.6365 -1.6510 0.937 -0.526 -0.390 0.0001
H -4.2383 -0.3325 -0.6523 0.686 0.349 0.548 0.0001
H -3.4481 -1.8601 -0.0976 -0.243 0.151 -0.070 0.0000
```
Forces are in eV/Å.

- 2S+1 = 5
- <S²> = 6.004
- net charge = -1
- E_tot (Ha) = -5042.4991